# 1
The following is a DFT calculation (ωB97M-V with the def2-TZVPD basis set) of a structure of composition C34H39N11O6.

Last column: Löwdin charge in e.
Element x y z (Å)
H -0.157 3.128 -1.610  0.02
C 4.805 1.982 1.530  -0.02
N -1.358 -1.350 3.803  0.19
H -0.994 -0.382 -1.098  0.12
H 1.956 0.179 1.036  -0.01
C -1.253 -1.586 2.669  -0.23
N 1.521 -4.477 -0.360  -0.32
C -1.143 -1.894 1.225  -0.25
H 6.259 2.422 0.011  0.12
C -1.709 1.827 1.713  -0.11
C -0.325 0.469 -0.970  -0.21
O 1.109 -5.599 -0.263  0.10
H -6.185 0.790 -2.431  0.11
C -3.911 -0.379 -0.189  -0.08
H 0.239 -3.776 -2.766  0.10
H 3.392 2.809 -0.062  0.06
H 4.953 1.458 -1.754  0.13
H -2.024 0.792 1.847  -0.08
C 0.449 2.408 2.677  -0.32
C 0.231 -2.686 -2.750  -0.03
C 0.733 0.877 -4.391  -0.20
N -2.639 -0.022 0.487  -0.22
H 1.525 1.687 4.386  0.10
C 1.414 -3.541 0.808  -0.11
C 1.039 -4.039 2.070  -0.02
C -1.111 3.227 -2.128  -0.02
C -5.659 -1.898 -0.517  -0.09
H -1.896 3.793 -1.626  0.08
N 0.111 3.272 2.007  0.20
H 1.059 -1.080 3.806  0.09
H -0.375 -1.289 0.742  0.05
O -1.874 0.645 -0.211  -0.13
O -2.601 -0.200 1.731  0.00
O 1.833 -0.827 -1.151  -0.02
H 3.280 1.257 2.899  0.12
C -4.509 0.519 -1.067  -0.02
C -2.791 2.429 0.887  -0.19
C 2.862 0.739 0.860  -0.08
H 1.540 -0.218 1.592  -0.04
N 0.507 1.532 -5.306  0.16
O 2.005 -4.085 -1.426  0.03
C 5.276 2.005 0.172  -0.05
H -0.086 1.065 4.095  0.10
H 2.015 3.985 0.272  0.12
C -5.727 0.214 -1.641  -0.04
H 0.816 -5.079 2.257  0.12
C 1.634 -2.163 0.681  0.01
H -1.670 2.443 2.612  0.10
O 2.587 0.468 -2.653  0.03
C 4.499 1.397 -0.776  -0.02
C 2.351 2.949 0.231  -0.03
N 0.533 0.765 1.506  0.02
C -4.447 -1.645 0.058  0.00
C 1.441 -1.285 1.722  -0.12
H 1.321 0.519 3.081  0.03
H -5.963 -2.925 -0.377  0.11
H 1.880 -0.679 -3.399  0.12
C 0.845 1.349 3.604  -0.05
H 0.503 0.278 -1.653  0.01
C -6.300 -1.052 -1.406  -0.05
N -0.666 -2.039 -0.363  0.04
H -4.010 -2.365 0.734  0.13
H -0.831 -2.933 1.116  0.13
C 0.891 -3.171 3.132  -0.05
N 0.886 2.068 -1.720  0.10
H -0.869 3.813 -3.014  0.10
H -2.093 -1.753 0.709  0.09
C 1.033 -0.005 -3.270  -0.24
C 1.571 2.432 -0.901  -0.10
C 3.304 0.730 -0.426  -0.13
C -0.285 -2.303 -1.446  -0.04
H 1.148 0.638 -2.397  0.00
C 3.631 1.323 1.880  -0.02
H 1.201 -2.222 -2.926  0.08
C -1.608 1.863 -2.605  -0.23
H -4.197 1.529 -1.290  0.08
C 1.128 -1.765 2.974  -0.05
H 2.159 2.405 1.155  0.05
H -0.527 -2.343 -3.455  0.12
H 0.217 -0.714 -3.135  0.06
H -0.780 1.883 1.145  0.03
N 2.510 0.114 -1.472  -0.23
H 0.642 -3.685 4.049  0.11
N -3.627 2.927 0.246  0.15
N -1.971 0.821 -3.005  0.21
H -0.914 1.344 -1.246  0.05
C 0.146 0.595 0.402  -0.06
H -7.172 -1.372 -1.957  0.11
H 1.867 -1.792 -0.306  0.02
H 5.405 2.451 2.295  0.11

Multiplicity: 1
Lowest unoccupied orbital energy, eV: -1.9631
Orbital gap, eV: 6.48
Net charge: 0



# 2
The following is a DFT calculation (ωB97M-V with the def2-TZVPD basis set) of a structure of composition C10H12CeF3N2O5SbSe4.

Last column: Mulliken spin population.
Element x y z (Å)
C 4.007 -0.091 -0.597  0.00
F -6.288 1.889 -0.587  0.00
O -1.391 -0.195 -0.166  0.00
O -1.494 -3.331 0.203  0.00
N -3.634 -0.508 -0.168  0.00
H 4.895 0.390 1.401  0.00
C -4.938 0.011 -0.184  0.00
Se -1.780 4.411 1.534  0.00
C -3.937 2.236 -0.580  0.00
H -5.676 -0.722 -0.017  0.00
H 5.367 -1.294 -1.904  0.00
H 3.576 0.551 -1.352  0.00
Se 2.292 3.304 2.367  0.00
H 3.531 1.426 0.858  0.00
O -3.148 -2.771 1.569  0.00
H 6.130 -0.512 -0.683  0.00
H 2.778 -2.216 -1.427  0.00
H -1.967 2.288 -0.397  0.00
C 4.429 0.859 0.460  0.00
C -5.095 1.313 -0.391  0.00
O -4.082 3.396 -0.664  0.00
H -2.706 -1.897 -1.491  0.00
Se 1.699 2.913 0.053  0.00
H 5.053 -1.877 -0.286  0.00
F 1.188 -0.892 -1.389  0.00
C -2.661 -2.786 0.478  0.00
O 3.054 -0.937 0.110  0.00
C -2.532 0.260 -0.239  0.00
H -4.319 -2.324 -0.989  0.00
H 5.174 1.557 0.072  0.00
Sb 0.052 2.868 1.789  0.00
F 1.527 -3.161 1.943  0.00
N -2.670 1.617 -0.653  0.00
Se -0.720 0.817 2.793  0.00
C 2.244 -1.803 -0.630  -0.01
C 5.185 -1.040 -0.894  0.00
C -3.386 -1.903 -0.644  0.00
Ce 0.241 -1.847 0.701  1.02

Multiplicity: 2
Lowest unoccupied orbital energy (alpha / beta), eV: 1.7285 / 1.7285
Orbital gap (alpha / beta), eV: 7.07 / 7.07
Net charge: -1



# 3
The following is a DFT calculation (ωB97M-V with the def2-TZVPD basis set) of a structure of composition C9H12ClNO3.

Last column: natural (NBO) charge in e.
Element x y z (Å)
H -0.344 1.173 -2.031  0.23
H -0.799 -1.088 -1.797  0.21
C 0.111 -0.020 2.483  -0.32
C -1.101 0.497 2.912  0.32
C 0.477 -0.715 -3.349  0.78
C -1.926 1.165 1.942  -0.29
H -0.579 0.273 -4.646  0.50
H 3.500 -0.452 2.125  0.29
O -0.580 -0.078 -3.784  -0.70
O 1.426 -0.912 -4.048  -0.59
O -1.407 0.602 4.263  -0.68
H -2.815 1.613 2.150  0.20
C 0.222 -0.801 -1.843  -0.14
H 0.592 -2.362 -0.840  0.34
C 0.501 0.163 1.116  -0.23
C -1.494 1.173 0.606  -0.15
C -0.271 0.628 0.119  -0.06
Cl 2.230 -1.093 1.997  -0.26
N 1.077 -1.753 -1.192  -0.77
H 1.367 1.062 -1.311  0.23
H 0.766 -0.353 3.285  0.25
C 0.311 0.675 -1.299  -0.42
H -2.135 1.654 -0.038  0.19
H 1.602 -2.103 -1.793  0.35
H 1.294 -0.256 0.590  0.24
H -2.026 1.307 4.383  0.48

Multiplicity: 1
Lowest unoccupied orbital energy, eV: 0.5748
Orbital gap, eV: 9.12
Net charge: 0



Number 1: electronic energy -2370.8070 a.u., largest force on an atom 0.3604 Eh/bohr. Number 2: electronic energy -11494.8758 a.u., largest force on an atom 0.0868 Eh/bohr. Number 3: electronic energy -1090.6292 a.u., largest force on an atom 0.2276 Eh/bohr.